Here is a cluster of 4 separate species, C25H27BClO9P in total from the OMol25 dataset. Energies are from ωB97M-V/def2-TZVPD.

Summary:
M = 548.72 g/mol
SMILES = CB(O)P(CCCCl)COC(C)=O.O=C1C=CC(=O)C=C1.O=C1C=CC(=O)C=C1.O=C1C=CC(=O)C=C1
LUMO energy = -1.885 eV
HOMO-LUMO gap = 6.3 eV
E_HOMO = -8.22 eV
Electronic energy = -67276.153 eV

Positions of all 64 atoms, in Å:
Cl1 -1.705 -1.083 -0.360
P1 -1.300 2.288 -2.275
O1 1.445 -1.071 1.424
O2 -7.350 -2.870 4.320
O3 6.609 3.084 -4.628
O4 -4.383 0.313 1.312
O5 0.227 -0.001 -2.579
O6 -2.086 2.344 0.391
O7 4.631 3.242 0.283
O8 2.384 0.091 -3.211
O9 2.953 -4.527 5.138
C1 1.792 -1.861 2.276
C2 -7.001 -0.699 3.479
C3 1.228 -3.746 3.741
C4 3.172 -1.848 2.823
C5 -2.913 1.416 -2.511
C6 6.313 3.952 -1.202
C7 -5.065 -0.414 2.005
C8 2.609 -3.735 4.288
C9 1.475 -0.496 -2.667
C10 -4.729 -1.851 2.159
C11 3.551 -2.718 3.755
C12 -2.919 -0.123 -2.683
C13 -6.671 -2.140 3.634
C14 0.849 -2.876 2.809
C15 6.151 3.118 -3.506
C16 4.918 2.375 -3.148
C17 0.000 1.315 -3.127
C18 -3.165 -0.920 -1.406
C19 1.593 -1.827 -1.980
C20 5.078 3.206 -0.844
C21 4.421 2.418 -1.915
C22 -6.256 0.102 2.722
C23 -5.475 -2.652 2.914
C24 6.810 3.911 -2.434
C25 0.443 1.839 0.208
B1 -0.978 2.087 -0.403
H1 2.236 -2.475 -2.577
H2 -3.452 1.897 -3.333
H3 1.047 2.749 0.078
H4 -3.468 -1.943 -1.636
H5 0.985 1.019 -0.273
H6 4.550 -2.730 4.170
H7 3.837 -1.095 2.419
H8 -5.255 -3.704 3.046
H9 -2.340 1.589 0.935
H10 0.562 -4.497 4.146
H11 -6.473 1.154 2.591
H12 7.708 4.444 -2.720
H13 3.524 1.878 -1.638
H14 6.774 4.521 -0.404
H15 -7.875 -0.351 4.014
H16 -3.471 1.668 -1.598
H17 -3.750 -0.390 -3.351
H18 0.368 1.646 1.282
H19 0.921 1.903 -3.065
H20 -2.011 -0.486 -3.173
H21 -0.151 -2.861 2.392
H22 -0.255 1.208 -4.187
H23 4.449 1.799 -3.936
H24 2.028 -1.668 -0.990
H25 -3.850 -2.193 1.626
H26 -3.907 -0.436 -0.771
H27 0.611 -2.287 -1.850



Here is a structure of composition C25H27F3IrN4O4S3 in a non-equilibrium geometry from the OMol25 dataset. Energies are from ωB97M-V/def2-TZVPD.

Summary:
M = 792.93 g/mol
Charge = +1
Relative energy (zero: lowest compared OMol25 entry of this formula, charge and spin) = 0.071 eV
LUMO energy = -3.117 eV
HOMO-LUMO gap = 7.3 eV
E_HOMO = -10.38 eV
Electronic energy = -84006.188 eV

Positions of all 67 atoms, in Å:
Ir1 -0.157 0.290 -0.092
S1 4.516 0.239 -0.089
S2 -0.003 2.586 -0.254
S3 2.669 0.408 -2.404
F1 -7.001 0.216 -0.993
F2 -7.041 0.496 1.155
F3 -6.676 -1.471 0.328
O1 -0.281 0.424 -2.143
O2 3.888 -0.069 3.575
O3 -0.239 -2.027 -0.198
O4 0.032 0.007 1.859
N1 -2.223 0.538 0.209
N2 1.893 0.323 0.163
N3 -0.225 1.635 -2.716
N4 2.270 0.233 1.498
C1 2.873 0.338 -0.671
C2 -6.437 -0.162 0.158
C3 -2.976 1.017 -0.789
C4 2.760 -0.038 4.306
C5 -4.179 -0.384 1.209
C6 -4.948 0.106 0.166
C7 -4.343 0.822 -0.849
C8 0.514 0.104 5.969
C9 5.212 -0.173 -1.710
C10 -1.540 -2.563 -0.524
C11 1.789 -0.065 6.509
C12 -2.043 -2.200 -1.907
C13 4.439 0.590 -2.763
C14 1.251 0.111 2.299
C15 0.369 0.161 4.602
C16 -0.118 2.734 -1.964
C17 1.476 0.070 3.748
C18 -0.124 3.980 -2.609
C19 2.038 -2.867 -0.010
C20 0.826 -2.709 -0.901
C21 -0.208 4.053 -3.976
C22 2.896 -0.122 5.691
C23 -2.821 -0.142 1.197
C24 -0.267 1.674 -4.068
C25 -0.261 2.868 -4.725
H1 -0.608 0.298 4.159
H2 -4.624 -0.951 2.015
H3 2.844 -3.336 -0.575
H4 -0.325 0.707 -4.544
H5 3.894 -0.214 6.098
H6 -2.201 -2.177 0.244
H7 1.914 -0.141 7.582
H8 -2.173 -0.477 1.996
H9 -4.916 1.218 -1.675
H10 5.125 -1.249 -1.853
H11 1.060 -2.162 -1.818
H12 -3.110 -2.415 -1.977
H13 -1.488 -3.648 -0.410
H14 4.690 1.650 -2.762
H15 0.459 -3.700 -1.177
H16 -0.241 5.014 -4.470
H17 2.388 -1.914 0.369
H18 -1.528 -2.765 -2.684
H19 -2.470 1.591 -1.550
H20 6.264 0.108 -1.697
H21 3.648 0.037 2.634
H22 -0.347 0.203 6.616
H23 -0.065 4.866 -1.994
H24 1.798 -3.493 0.850
H25 -0.304 2.879 -5.804
H26 -1.887 -1.142 -2.102
H27 4.605 0.178 -3.758



Here is the ion C25H27N2Si with charge +1 in a non-equilibrium geometry from the OMol25 dataset. Energies are from ωB97M-V/def2-TZVPD.

Summary:
M = 383.59 g/mol
Charge = +1
SMILES = C[Si](C)(C)[C@@H]([N+]#N)[C@H](C=C(c1ccccc1)c1ccccc1)c1ccccc1
LUMO energy = -4.814 eV
HOMO-LUMO gap = 6.1 eV
E_HOMO = -10.92 eV
Electronic energy = -37211.928 eV

Positions of all 55 atoms, in Å:
Si1 -0.670 0.121 -2.340
N1 -1.509 -2.457 -0.004
N2 -1.558 -1.411 -0.453
C1 2.174 -0.818 2.610
C2 0.960 2.531 1.379
C3 2.551 3.429 3.505
C4 4.199 -2.736 3.146
C5 -1.283 0.225 1.139
C6 0.085 1.808 -2.673
C7 1.862 -2.074 3.090
C8 2.285 2.065 3.329
C9 -2.592 -0.103 1.986
C10 4.552 -1.485 2.639
C11 -1.348 0.035 -0.413
C12 3.545 -0.532 2.345
C13 -2.842 -1.410 2.417
C14 1.443 1.599 2.297
C15 -3.549 0.902 2.267
C16 -2.044 -0.248 -3.587
C17 -0.092 -0.347 1.812
C18 -4.137 -1.790 2.798
C19 1.104 0.153 2.251
C20 0.620 -1.204 -2.683
C21 1.162 3.901 1.577
C22 1.976 4.354 2.621
C23 2.828 -3.044 3.362
C24 -4.825 0.530 2.711
C25 -5.151 -0.815 2.878
H1 -0.687 2.552 -2.911
H2 5.599 -1.242 2.462
H3 0.156 -2.151 -2.983
H4 2.664 1.340 4.061
H5 -2.349 -1.299 -3.505
H6 4.949 -3.511 3.355
H7 -1.221 1.320 0.996
H8 -5.583 1.299 2.859
H9 2.522 -4.034 3.734
H10 3.220 3.765 4.320
H11 3.838 0.423 1.954
H12 1.308 -0.913 -3.490
H13 -0.214 -1.469 1.916
H14 0.695 4.631 0.882
H15 2.213 5.434 2.716
H16 0.793 1.779 -3.520
H17 -1.750 -0.070 -4.635
H18 -6.146 -1.106 3.265
H19 0.816 -2.315 3.344
H20 0.380 2.213 0.502
H21 -2.934 0.352 -3.388
H22 -4.373 -2.829 2.942
H23 -2.403 0.583 -0.565
H24 -3.355 1.947 1.998
H25 -2.098 -2.186 2.249
H26 0.645 2.170 -1.804
H27 1.234 -1.412 -1.805



Here is an isolated molecule of C25H27N3O2S from the OMol25 dataset. Energies are from ωB97M-V/def2-TZVPD.

Summary:
M = 433.58 g/mol
SMILES = Cc1ccc(N(C(=O)Cc2cccs2)[C@@H](C(=O)NC2CCCC2)c2ccncc2)cc1
Relative energy (zero: lowest compared OMol25 entry of this formula, charge and spin) = 0.000 eV
LUMO energy = 0.585 eV
HOMO-LUMO gap = 9.3 eV
E_HOMO = -8.68 eV
Electronic energy = -45765.134 eV

Positions of all 58 atoms, in Å:
S1 -2.276 2.109 -2.079
O1 1.584 1.564 -1.461
O2 2.084 -1.918 1.154
N1 -1.593 -4.413 -1.205
N2 3.125 -0.342 -0.091
N3 0.168 0.223 -0.336
C1 -4.021 -0.510 3.467
C2 5.571 -0.161 -0.099
C3 -0.320 -2.638 -2.159
C4 -3.897 2.231 -1.514
C5 0.918 -0.966 -0.773
C6 -1.670 0.153 2.871
C7 4.289 -0.183 0.756
C8 -1.140 -3.750 -2.255
C9 -1.232 -3.990 -0.007
C10 -2.115 -0.436 0.205
C11 0.600 1.433 -0.748
C12 2.100 -1.151 0.214
C13 -1.662 2.542 -0.516
C14 4.258 1.184 1.456
C15 6.086 1.287 -0.074
C16 -3.955 2.592 -0.209
C17 4.910 2.117 0.441
C18 0.046 -2.182 -0.896
C19 -0.196 2.644 -0.279
C20 -0.877 0.049 0.611
C21 -3.122 -0.608 1.131
C22 -2.675 2.773 0.362
C23 -2.918 -0.311 2.475
C24 -0.425 -2.883 0.209
C25 -0.653 0.328 1.951
H1 4.212 2.334 -0.369
H2 -1.616 -4.564 0.826
H3 -4.084 -0.977 0.808
H4 -1.488 0.376 3.912
H5 -2.287 -0.661 -0.837
H6 -4.196 -1.574 3.621
H7 -3.773 -0.060 4.424
H8 -4.873 2.727 0.333
H9 2.992 0.357 -0.814
H10 1.329 -0.715 -1.759
H11 -2.515 3.052 1.388
H12 4.266 -1.013 1.465
H13 -0.017 2.796 0.789
H14 0.219 3.502 -0.819
H15 -4.948 -0.071 3.100
H16 6.426 1.618 -1.054
H17 0.022 -2.131 -3.049
H18 3.242 1.479 1.717
H19 -0.155 -2.589 1.209
H20 6.314 -0.851 0.295
H21 6.923 1.373 0.620
H22 -4.703 2.030 -2.191
H23 5.332 -0.475 -1.115
H24 5.229 3.060 0.882
H25 4.854 1.143 2.368
H26 -1.454 -4.129 -3.220
H27 0.320 0.672 2.271



Here is a structure of composition C25H27N3O3Sn in a non-equilibrium geometry from the OMol25 dataset. Energies are from ωB97M-V/def2-TZVPD.

Summary:
M = 536.22 g/mol
Relative energy (zero: lowest compared OMol25 entry of this formula, charge and spin) = 1.599 eV
LUMO energy (spin up / spin down) = -0.347 / -0.347 eV
HOMO-LUMO gap (spin up / spin down) = 6.7 / 6.7 eV
E_HOMO (spin up / spin down) = -7.01 / -7.01 eV
Electronic energy = -42803.570 eV

Positions of all 59 atoms, in Å:
Sn1 1.124 0.659 -0.554
O1 5.454 -1.416 0.286
O2 2.900 -0.002 0.574
O3 -0.035 2.026 1.048
N1 -1.602 0.068 -0.329
N2 0.190 -0.630 0.878
N3 -1.178 -0.122 0.996
C1 -3.035 -0.956 -1.903
C2 -3.965 1.633 3.731
C3 3.259 -0.053 -3.894
C4 3.064 -1.229 1.011
C5 2.002 -1.993 1.569
C6 4.545 -3.097 1.614
C7 -2.923 1.024 3.024
C8 -3.473 3.735 2.692
C9 0.647 -1.631 1.583
C10 0.620 0.809 -4.141
C11 2.980 1.261 -4.275
C12 -2.138 1.813 2.166
C13 2.232 -3.208 2.217
C14 -4.192 2.990 3.632
C15 4.355 -1.876 0.960
C16 -3.046 -0.189 -0.588
C17 -2.375 3.198 2.041
C18 -3.769 1.167 -0.837
C19 0.902 -0.500 -3.718
C20 2.237 -0.936 -3.627
C21 5.709 0.020 0.196
C22 -0.994 1.275 1.415
C23 1.661 1.665 -4.475
C24 3.500 -3.776 2.198
C25 -3.733 -0.984 0.529
H1 -4.213 -0.385 1.304
H2 1.482 2.660 -4.838
H3 -3.066 1.848 -1.359
H4 6.728 0.093 -0.228
H5 4.298 -0.368 -3.715
H6 -5.023 3.430 4.206
H7 -4.615 0.943 4.301
H8 0.063 -1.177 -3.481
H9 -4.045 -1.109 -2.283
H10 -2.524 -0.394 -2.713
H11 -2.534 -1.931 -1.764
H12 3.781 1.998 -4.368
H13 5.681 0.449 1.232
H14 -4.561 -1.590 0.116
H15 3.653 -4.778 2.619
H16 -0.397 1.177 -4.201
H17 4.990 0.510 -0.493
H18 5.547 -3.558 1.539
H19 -3.764 4.784 2.453
H20 -0.038 -2.277 2.130
H21 -3.028 -1.674 1.041
H22 -4.163 1.632 0.077
H23 -1.696 3.769 1.389
H24 -4.595 0.929 -1.523
H25 -2.740 -0.061 3.030
H26 1.432 -3.716 2.786
H27 2.423 -1.947 -3.274



Here is an isolated molecule of C25H27N5O2 from the OMol25 dataset. Energies are from ωB97M-V/def2-TZVPD.

Summary:
M = 429.52 g/mol
SMILES = CCOc1cc(CNc2ccc(CNc3ncn[nH]3)cc2)ccc1OCc1ccccc1
Relative energy (zero: lowest compared OMol25 entry of this formula, charge and spin) = 3.005 eV
LUMO energy = 0.738 eV
HOMO-LUMO gap = 8.7 eV
E_HOMO = -7.91 eV
Electronic energy = -37908.450 eV

Positions of all 59 atoms, in Å:
O1 1.485 -3.196 -0.588
O2 0.708 -0.746 -2.056
N1 -4.157 1.478 0.535
N2 -3.572 -0.083 -0.879
N3 -4.576 -0.615 -0.139
N4 -2.470 2.028 -1.062
N5 3.317 2.447 1.158
C1 3.546 0.428 -0.165
C2 -4.884 0.350 0.685
C3 -0.170 -1.829 -2.316
C4 0.375 3.661 -0.699
C5 1.688 3.445 -0.337
C6 0.211 -1.810 2.011
C7 -1.440 -3.138 0.894
C8 -0.369 2.531 1.270
C9 1.993 2.724 0.818
C10 0.942 2.307 1.635
C11 1.748 -0.858 -1.187
C12 -0.786 -0.979 2.491
C13 -2.110 -1.226 2.175
C14 -0.671 3.187 0.083
C15 2.470 0.324 -1.028
C16 0.982 -3.759 0.622
C17 -2.089 3.275 -0.406
C18 -0.108 -2.899 1.209
C19 -2.438 -2.311 1.379
C20 -1.041 -1.427 -3.499
C21 2.152 -1.991 -0.466
C22 4.136 1.782 0.145
C23 3.953 -0.707 0.524
C24 3.273 -1.895 0.355
C25 -3.337 1.186 -0.459
H1 4.168 2.406 -0.748
H2 1.167 1.780 2.553
H3 -3.470 -2.498 1.124
H4 -1.695 -3.982 0.268
H5 -2.795 3.428 0.411
H6 -0.527 -0.138 3.117
H7 1.789 -3.903 1.350
H8 3.604 -2.778 0.880
H9 0.396 -2.734 -2.556
H10 -0.428 -1.306 -4.388
H11 4.803 -0.665 1.191
H12 0.156 4.200 -1.611
H13 -3.126 -0.621 -1.603
H14 -5.656 0.259 1.422
H15 -1.175 2.172 1.894
H16 -2.889 -0.576 2.544
H17 0.592 -4.735 0.325
H18 -1.538 -0.479 -3.302
H19 -0.787 -2.027 -1.429
H20 2.485 3.823 -0.959
H21 -1.742 1.601 -1.618
H22 5.148 1.689 0.545
H23 -1.787 -2.194 -3.686
H24 1.244 -1.612 2.261
H25 -2.195 4.087 -1.133
H26 3.366 1.941 2.036
H27 2.133 1.179 -1.592